The following is a DFT calculation (ωB97M-V with the def2-TZVPD basis set) of a single C12H10N4O2 molecule at a distorted geometry.

The geometry in XYZ format:
```
28
Properties=species:S:1:pos:R:3:nbo_charge:R:1
O -4.36444 1.29647 0.70534 -0.314
O -4.20612 1.36414 -1.47076 -0.391
N -1.81244 0.29438 0.91711 -0.404
N 2.59927 -1.61435 1.84507 -0.405
C -2.33589 0.76257 -0.20164 0.393
C 2.37468 -1.67297 3.18726 0.046
C 1.13038 -1.32737 3.77008 -0.261
C -0.19243 0.17608 -0.65728 0.113
C 1.08456 -0.13292 -1.17947 -0.021
C 1.95689 -0.82573 -0.30095 -0.170
C 0.13122 -0.80937 2.95059 -0.127
C -0.53059 -0.09196 0.68430 0.178
C 1.65628 -1.06775 1.05050 0.144
C 0.41640 -0.64498 1.57643 -0.116
N -1.32410 0.83240 -1.21212 -0.331
N -3.72287 1.16574 -0.33382 0.488
C 1.57796 0.25495 -2.56994 -0.637
C -1.43303 1.39408 -2.58054 -0.411
H 3.15461 -2.06106 3.80902 0.196
H 1.03777 -1.37367 4.84643 0.221
H 2.90169 -1.15391 -0.63022 0.225
H -0.80906 -0.48025 3.45104 0.240
H 2.00993 1.25800 -2.54396 0.226
H 0.77442 0.28569 -3.34359 0.217
H 2.32872 -0.47883 -2.91351 0.232
H -1.56130 0.60445 -3.33265 0.211
H -0.56000 1.96503 -2.84699 0.211
H -2.28250 2.08117 -2.67575 0.247
```

The value obtained for the gap between HOMO and LUMO is 7.50 eV. For the relative energy (zero: lowest compared OMol25 entry of this formula, charge and spin), the calculation gives 3.226 eV. Its total energy is -832.68962 Eh. The value obtained for the molecular weight is 242.2 g mol⁻¹. For the HOMO energy, the calculation gives -8.61 eV. Its structure (SMILES) is Cc1cc2ncccc2c2nc([N+](=O)[O-])n(C)c12. Its LUMO energy is -1.11 eV.


The following is a DFT calculation (ωB97M-V with the def2-TZVPD basis set) of C40H78O20 as an isolated structure at a distorted geometry.

The geometry in XYZ format:
```
138
Properties=species:S:1:pos:R:3:lowdin_charge:R:1
O 0.51705 -0.13004 5.34534 0.056
C 0.81839 0.11969 4.13614 -0.447
O 0.00989 0.21823 3.11433 -0.083
C -1.43592 0.23731 3.30353 -0.103
C -2.11759 0.21085 1.86052 -0.080
C 2.27439 0.05447 3.70961 -0.014
H -1.72360 1.07356 3.94074 0.141
H -1.79874 -0.63315 3.85012 0.118
H -1.76461 1.05231 1.26431 0.075
H -3.20592 0.22634 1.91875 0.037
H -1.84943 -0.70459 1.33312 0.048
H 2.39768 -0.86236 3.13317 0.074
H 2.80298 -0.03362 4.65879 0.137
H 2.53290 0.89161 3.06118 -0.003
O -0.16671 -3.03837 -2.60651 -0.027
C -0.31959 -2.25752 -3.54932 -0.391
O -1.52439 -1.88796 -4.06153 0.084
C -2.65750 -2.35670 -3.36562 -0.235
C -2.95878 -3.80164 -3.65712 -0.028
C 0.82470 -1.61101 -4.21469 -0.021
H -3.47382 -1.80562 -3.83255 0.138
H -2.54529 -2.15543 -2.30025 0.042
H -2.90401 -3.99560 -4.72832 0.091
H -3.93432 -4.13006 -3.29857 0.094
H -2.26940 -4.45682 -3.12458 0.059
H 0.94502 -2.09408 -5.18437 0.141
H 1.75230 -1.71020 -3.65094 0.115
H 0.61660 -0.54940 -4.34796 0.072
O -0.70082 0.86517 -3.15934 0.072
C 0.07992 1.82732 -2.91899 -0.288
O 1.44054 1.78610 -2.99486 0.002
C 2.14758 0.54788 -3.03397 -0.200
C 2.59291 0.29497 -4.50697 -0.050
C -0.53218 3.20301 -2.53360 0.026
H 1.67448 -0.32153 -2.57744 0.074
H 3.03340 0.65383 -2.40771 0.132
H 3.06410 1.17519 -4.94434 0.090
H 1.70483 -0.00202 -5.06484 0.052
H 3.33918 -0.49747 -4.56380 0.096
H -0.67123 3.30047 -1.45690 -0.001
H -1.56936 3.28612 -2.85834 0.121
H 0.06840 4.00807 -2.95702 0.116
O -3.69466 -0.93727 1.67857 0.049
C -4.01130 -1.43147 0.62042 -0.414
O -3.41527 -1.20803 -0.54538 0.003
C -2.37421 -0.30991 -0.72366 -0.289
C -2.28406 0.08906 -2.17628 -0.007
C -5.17668 -2.43019 0.43120 0.045
H -1.49994 -0.91241 -0.47718 -0.024
H -2.33353 0.60300 -0.12948 0.023
H -1.25374 0.22902 -2.50332 -0.107
H -2.72996 1.08216 -2.23132 0.091
H -2.92138 -0.43940 -2.88524 0.092
H -6.10027 -1.85185 0.40646 0.101
H -5.11003 -3.05795 1.31977 0.035
H -5.03105 -3.02931 -0.46766 0.094
O 1.46254 -4.36017 1.83960 0.129
C 0.97391 -3.83460 0.86955 -0.448
O 0.59118 -2.52619 0.74267 -0.082
C 0.56628 -1.74201 1.88077 -0.199
C -0.76915 -2.00614 2.56742 -0.010
C 0.70176 -4.59383 -0.40524 0.054
H 0.50511 -0.70755 1.54277 0.096
H 1.42716 -1.88884 2.53301 0.123
H -0.75751 -3.00744 2.99794 0.118
H -1.56034 -1.80112 1.84626 0.065
H -0.96452 -1.30062 3.37499 0.025
H 0.46930 -5.64547 -0.23758 0.114
H 1.58626 -4.53961 -1.03994 0.110
H -0.07862 -4.04624 -0.93369 0.044
O 5.46744 5.03706 0.33026 0.084
C 4.45333 5.61542 -0.07250 -0.489
O 3.19836 5.12800 -0.04780 0.040
C 2.88080 3.93149 0.56419 -0.199
C 3.47942 2.69980 -0.12841 -0.019
C 4.55930 6.96656 -0.70939 0.016
H 1.80199 3.88882 0.71399 0.087
H 3.17729 3.87646 1.61164 0.108
H 3.12543 1.73270 0.22866 -0.073
H 4.56915 2.68858 -0.14965 0.120
H 3.11374 2.71302 -1.15515 0.102
H 3.61735 7.40592 -1.03771 0.082
H 5.26404 6.97731 -1.54085 0.094
H 4.86200 7.63909 0.09321 0.093
O 5.49868 1.03250 3.12186 0.157
C 4.32864 1.05809 2.83636 -0.565
O 3.41081 1.81518 3.29418 -0.090
C 3.59990 2.80392 4.29288 -0.155
C 4.31454 4.03410 3.78445 -0.055
C 3.69711 0.23325 1.76056 -0.028
H 4.21451 2.34658 5.06824 0.136
H 2.66733 3.10427 4.77059 0.141
H 3.57114 4.67232 3.30683 0.067
H 5.07277 3.80367 3.03604 0.086
H 4.77818 4.65467 4.55129 0.091
H 4.31843 0.37524 0.87630 0.131
H 2.64664 0.47810 1.60342 0.016
H 3.85736 -0.82140 1.98449 0.134
O -0.53126 -0.53686 0.09832 -0.039
C 0.43434 -0.73970 -0.63336 -0.315
O 1.63044 -0.10641 -0.57621 0.072
C 1.76938 0.99213 0.33089 -0.198
C 1.12233 2.28392 -0.05752 -0.039
C 0.39168 -1.87052 -1.64297 -0.131
H 2.84187 1.18442 0.36080 -0.015
H 1.52345 0.66701 1.34178 0.115
H 1.44477 3.11120 0.57475 0.024
H 0.03819 2.25804 0.05213 0.052
H 1.52096 2.49120 -1.05061 0.104
H 1.16767 -2.57072 -1.33369 0.156
H 0.66320 -1.45960 -2.61535 0.053
H -0.61350 -2.28925 -1.69178 -0.005
O -2.39004 -5.15631 -1.40200 0.075
C -2.44508 -4.27004 -0.57078 -0.427
O -3.05349 -4.29190 0.62135 -0.013
C -3.71121 -5.52809 1.03138 -0.151
C -4.85560 -5.09709 1.95889 -0.070
C -1.69377 -2.96995 -0.85640 -0.034
H -2.97885 -6.21936 1.44839 0.128
H -4.10454 -5.95384 0.10827 0.118
H -5.56270 -4.48811 1.39563 0.048
H -4.53998 -4.58188 2.86611 0.091
H -5.43219 -5.91245 2.39573 0.081
H -1.25690 -2.58436 0.06476 0.120
H -2.28207 -2.18277 -1.32794 0.057
H -0.93584 -3.13876 -1.62135 -0.045
O -3.92817 3.14912 2.21077 0.098
C -3.20893 3.02043 1.21953 -0.401
O -2.01925 3.70390 1.17515 0.052
C -1.26942 3.39363 -0.00352 -0.213
C -1.94764 2.21042 -0.63090 -0.234
C -3.37024 2.20245 -0.09142 -0.008
H -0.25683 3.14624 0.31515 0.053
H -1.18986 4.30771 -0.59194 0.149
H -1.50224 1.30880 -0.21042 0.075
H -1.86479 2.16418 -1.71677 0.063
H -3.84973 1.25269 0.14549 0.132
H -4.03113 2.81679 -0.70292 0.148
```

The value obtained for the gap between HOMO and LUMO is 7.59 eV. For the relative energy (zero: lowest compared OMol25 entry of this formula, charge and spin), the calculation gives 51.625 eV. Its total energy is -3073.75655 Eh. The value obtained for the molecular weight is 879.0 g mol⁻¹. For the HOMO energy, the calculation gives -7.52 eV. Its LUMO energy is 0.08 eV.


Number 2 is which compound?
C40H78O20


Copy entry 1 word for word.
The following is a DFT calculation (ωB97M-V with the def2-TZVPD basis set) of a single C12H10N4O2 molecule at a distorted geometry.

The geometry in XYZ format:
```
28
Properties=species:S:1:pos:R:3:nbo_charge:R:1
O -4.36444 1.29647 0.70534 -0.314
O -4.20612 1.36414 -1.47076 -0.391
N -1.81244 0.29438 0.91711 -0.404
N 2.59927 -1.61435 1.84507 -0.405
C -2.33589 0.76257 -0.20164 0.393
C 2.37468 -1.67297 3.18726 0.046
C 1.13038 -1.32737 3.77008 -0.261
C -0.19243 0.17608 -0.65728 0.113
C 1.08456 -0.13292 -1.17947 -0.021
C 1.95689 -0.82573 -0.30095 -0.170
C 0.13122 -0.80937 2.95059 -0.127
C -0.53059 -0.09196 0.68430 0.178
C 1.65628 -1.06775 1.05050 0.144
C 0.41640 -0.64498 1.57643 -0.116
N -1.32410 0.83240 -1.21212 -0.331
N -3.72287 1.16574 -0.33382 0.488
C 1.57796 0.25495 -2.56994 -0.637
C -1.43303 1.39408 -2.58054 -0.411
H 3.15461 -2.06106 3.80902 0.196
H 1.03777 -1.37367 4.84643 0.221
H 2.90169 -1.15391 -0.63022 0.225
H -0.80906 -0.48025 3.45104 0.240
H 2.00993 1.25800 -2.54396 0.226
H 0.77442 0.28569 -3.34359 0.217
H 2.32872 -0.47883 -2.91351 0.232
H -1.56130 0.60445 -3.33265 0.211
H -0.56000 1.96503 -2.84699 0.211
H -2.28250 2.08117 -2.67575 0.247
```

The value obtained for the gap between HOMO and LUMO is 7.50 eV. For the relative energy (zero: lowest compared OMol25 entry of this formula, charge and spin), the calculation gives 3.226 eV. Its total energy is -832.68962 Eh. The value obtained for the molecular weight is 242.2 g mol⁻¹. For the HOMO energy, the calculation gives -8.61 eV. Its structure (SMILES) is Cc1cc2ncccc2c2nc([N+](=O)[O-])n(C)c12. Its LUMO energy is -1.11 eV.


Among the records above, which one has the highest LUMO?
C40H78O20